(1)
This record from the Open Molecules 2025 dataset describes a cluster of 8 separate species, C27H49ClO24 in total at a distorted geometry. The level of theory is ωB97M-V/def2-TZVPD.

Structure (ORCA input):
```
! RIJCOSX wB97M-V def2-TZVPD def2/J DEFGRID3
* xyz 0 1
O -2.4837 -0.2966 3.1120
C -3.1694 -0.3981 1.9419
Cl -4.4740 -1.7514 1.7979
C -2.8345 0.6948 0.7673
C -2.2704 0.0628 -0.6354
C -2.9156 -1.3138 -1.2482
O -2.0223 -1.5271 -2.4351
C -0.6565 -1.6096 -1.8211
O 0.2756 -2.5301 -2.0804
C -0.6576 -0.3405 -0.7458
H -2.0032 1.4387 1.1667
H -3.8261 1.3174 0.5906
H -2.4055 0.9592 -1.4037
H -4.0716 -1.4130 -1.4012
H -2.4684 -2.1392 -0.5123
H 0.0838 0.5399 -1.0628
H -0.4609 -0.7832 0.3422
C 2.1810 0.9263 3.0201
O 1.7593 1.8610 2.0288
C 2.5734 2.9383 1.8950
O 3.5919 3.1512 2.5339
O 2.0579 3.7376 0.9271
C 2.8165 4.9191 0.6761
H 1.4575 0.1066 3.0412
H 3.1627 0.5126 2.7678
H 2.1994 1.3948 4.0094
H 3.8236 4.6650 0.3302
H 2.8603 5.5472 1.5717
H 2.3131 5.4823 -0.1145
C -3.0311 0.6111 -4.4027
O -3.4166 1.9381 -4.0498
C -4.2203 2.5463 -4.9584
O -4.6162 2.0587 -6.0056
O -4.5071 3.7909 -4.5001
C -5.3514 4.5530 -5.3606
H -2.3908 0.2221 -3.6061
H -3.9095 -0.0369 -4.4857
H -2.4585 0.6106 -5.3358
H -6.3226 4.0626 -5.4819
H -4.8716 4.7101 -6.3320
H -5.5148 5.5292 -4.8959
C 6.9756 -3.2618 -3.2325
O 5.7338 -3.9619 -3.2794
C 4.6442 -3.1807 -3.0698
O 4.6542 -1.9789 -2.8545
O 3.5417 -3.9685 -3.1414
C 2.3114 -3.2759 -2.9388
H 7.7773 -3.9832 -3.4131
H 7.0176 -2.4974 -4.0150
H 7.1300 -2.8155 -2.2449
H 2.1670 -2.5120 -3.7096
H 2.2794 -2.8302 -1.9393
H 1.4978 -4.0021 -3.0176
C -3.0517 -5.5253 4.0854
O -2.7737 -5.1961 2.7258
C -1.5758 -5.6474 2.2758
O -0.7601 -6.2846 2.9237
O -1.4426 -5.2671 0.9800
C -0.2195 -5.6762 0.3712
H -4.0334 -5.1154 4.3385
H -3.0868 -6.6111 4.2204
H -2.3086 -5.0749 4.7514
H -0.1413 -6.7681 0.3576
H 0.6369 -5.2319 0.8886
H -0.2202 -5.3187 -0.6622
C -0.8107 3.3556 4.3278
O -0.5166 4.6861 4.7490
C 0.3254 4.7624 5.8104
O 0.8234 3.8163 6.4002
O 0.5171 6.0738 6.1020
C 1.3885 6.3080 7.2066
H -1.4916 3.4142 3.4741
H 0.1010 2.8419 4.0064
H -1.3089 2.7987 5.1279
H 2.3882 5.9123 7.0003
H 0.9782 5.8691 8.1218
H 1.4694 7.3890 7.3499
C 6.3288 -10.5295 -5.8655
O 5.5078 -9.4362 -6.2716
C 5.7438 -8.2810 -5.5999
O 6.5703 -8.1219 -4.7152
O 4.9009 -7.3336 -6.0829
C 5.0377 -6.0560 -5.4640
H 6.0546 -11.4000 -6.4678
H 7.3854 -10.3060 -6.0444
H 6.1559 -10.7715 -4.8119
H 6.0427 -5.6537 -5.6268
H 4.8131 -6.1192 -4.3943
H 4.3164 -5.3771 -5.9272
C -6.0199 9.0002 2.9327
O -5.4484 7.7001 3.0639
C -4.4387 7.6226 3.9671
O -4.0076 8.5447 4.6417
O -3.9917 6.3416 3.9898
C -2.9206 6.1098 4.9027
H -6.8163 8.9454 2.1853
H -6.4595 9.3261 3.8809
H -5.2702 9.7182 2.5850
H -3.2363 6.3203 5.9296
H -2.0470 6.7123 4.6337
H -2.6435 5.0541 4.8376
*
```

## Properties
Lowest unoccupied orbital energy ... -0.63 eV
Molecular weight ... 793.1 g mol⁻¹
Calculated total energy ... -90450.6813 eV
SMILES ... O=C(Cl)C[C@@H]1COC(=O)C1.COC(=O)OC.COC(=O)OC.COC(=O)OC.COC(=O)OC.COC(=O)OC.COC(=O)OC.COC(=O)OC


(2)
This record from the Open Molecules 2025 dataset describes a cluster of 2 separate species, C2H10N4O in total. The level of theory is ωB97M-V/def2-TZVPD.

Structure (ORCA input):
```
! RIJCOSX wB97M-V def2-TZVPD def2/J DEFGRID3
* xyz 0 1
N -1.4777 1.5693 -0.9624
C -0.5383 1.7316 0.0478
N 0.6511 2.2448 -0.3936
O -0.7589 1.4412 1.2060
H -1.0908 1.2777 -1.8486
H -2.2562 0.9995 -0.6750
H 1.3236 2.4953 0.3130
H 0.6520 2.8134 -1.2223
N -0.5226 -2.1497 -0.3282
C 0.8070 -1.5860 -0.0622
N 1.0850 -1.1115 1.2752
H -0.6795 -2.9264 0.3021
H -1.2109 -1.4513 -0.0538
H 1.5536 -2.3349 -0.3387
H 0.9339 -0.7511 -0.7539
H 0.4120 -0.4053 1.5402
H 1.1168 -1.8566 1.9544
*
```

## Properties
Lowest unoccupied orbital energy ... 0.77 eV
Molecular weight ... 106.1 g mol⁻¹
Calculated total energy ... -10245.1264 eV
SMILES ... NC(N)=O.NCN


(3)
This record from the Open Molecules 2025 dataset describes a cluster of 14 separate species, C28H54N10O4 in total at a distorted geometry. The level of theory is ωB97M-V/def2-TZVPD.

Structure (ORCA input):
```
! RIJCOSX wB97M-V def2-TZVPD def2/J DEFGRID3
* xyz 0 1
C -2.9838 4.3365 1.2969
C -1.9338 4.3735 2.4619
N -1.1368 4.3575 3.2949
H -3.9478 4.2915 1.6109
H -2.8108 5.4335 0.8199
H -2.5618 3.4675 0.6009
C -1.1828 -3.1625 2.7319
C 0.0682 -3.2295 3.5689
N 1.0822 -3.3945 4.0949
H -1.9648 -2.9675 3.3349
H -1.3288 -2.3375 2.1869
H -1.2768 -4.1625 2.1789
C 2.1092 -4.0275 -0.0691
C 0.6582 -3.7105 -0.5511
N -0.3268 -3.3645 -0.9101
H 2.2912 -3.3085 0.8089
H 2.0442 -4.9245 0.3549
H 2.7742 -3.8975 -0.8581
C 4.3922 -0.3665 2.9409
C 3.6962 -0.3325 1.6119
N 3.1542 -0.3645 0.5509
H 4.4152 0.5055 3.5439
H 4.0102 -1.2445 3.5269
H 5.4542 -0.5495 2.6929
C 1.7582 4.8295 0.7459
C 3.0072 4.2195 1.5289
N 3.8142 3.7535 2.0209
H 1.7522 4.8485 -0.1591
H 0.7972 4.1775 1.1019
H 1.5982 5.7515 1.0709
C -0.3708 4.1065 -3.5911
C -0.0848 2.5755 -3.9601
N 0.0702 1.4885 -4.3191
H -1.0168 3.9595 -2.6571
H 0.6862 4.4525 -3.4031
H -0.8548 4.7325 -4.3371
C 2.7742 2.0815 -2.0451
C 3.7792 1.9735 -3.2161
N 4.5002 1.9005 -4.2011
H 2.3022 3.0795 -2.2161
H 1.8882 1.3875 -1.8601
H 3.2022 2.2065 -1.0521
C -3.5268 0.9455 -2.1781
C -3.9728 1.4215 -0.7741
N -4.3838 1.6165 0.2429
H -2.3168 0.8555 -2.3181
H -3.9548 -0.0495 -2.3401
H -3.8558 1.8025 -2.7131
C -4.2338 -3.9225 -1.8781
C -3.6888 -2.7345 -0.9271
N -3.2508 -1.9585 -0.2291
H -3.6828 -3.6665 -2.8811
H -4.1498 -4.9775 -1.5431
H -5.3898 -3.7515 -1.8361
C -0.3248 -0.2675 0.2659
C -0.1898 1.2255 -0.3351
N -0.1858 2.2795 -0.7531
H 0.5922 -0.5065 0.8629
H -1.1998 -0.3645 0.6369
H -0.3478 -0.9025 -0.7361
C -1.2788 -1.4225 -3.9721
C -1.2998 -2.7665 -4.8301
O -0.3078 -2.6425 -5.7521
H -0.4528 -0.9705 -3.2441
H -2.1418 -1.3195 -3.1301
H -1.3748 -0.7475 -4.7861
H -2.3298 -2.8095 -5.5291
H -1.1418 -3.4775 -4.1621
H -0.2008 -3.5035 -6.1421
C 3.6952 -1.7225 -2.9591
C 2.1872 -1.8705 -3.3871
O 2.0412 -2.8895 -4.3901
H 4.3052 -1.2715 -3.8731
H 4.2082 -2.6595 -2.5161
H 3.6472 -0.9725 -2.3201
H 1.7912 -0.9935 -3.8221
H 1.5612 -2.1675 -2.5581
H 1.2062 -2.9745 -4.7251
C -2.4638 0.8055 3.0199
C -2.2378 -0.0545 4.3109
O -3.2558 -0.9155 4.6409
H -1.5128 1.1595 2.5809
H -3.0848 1.7185 3.3149
H -2.7608 0.2425 2.3169
H -2.1068 0.6645 5.2329
H -1.3908 -0.6525 4.2539
H -2.8658 -1.3585 5.3009
C 1.0342 0.9795 4.1279
C 1.1662 0.6295 5.5069
O 2.1782 -0.3375 5.6699
H 1.9062 1.5125 3.9169
H 0.2382 1.6415 4.2009
H 0.8662 0.1625 3.5579
H 0.2272 0.0135 5.7189
H 1.3252 1.5645 6.0109
H 2.3862 -0.5855 6.5789
*
```

## Properties
Lowest unoccupied orbital energy ... 0.27 eV
Molecular weight ... 594.8 g mol⁻¹
Calculated total energy ... -52987.1029 eV


(4)
This record from the Open Molecules 2025 dataset describes a cluster of 2 separate species, C3H8N2S in total at a distorted geometry. The level of theory is ωB97M-V/def2-TZVPD.

Structure (ORCA input):
```
! RIJCOSX wB97M-V def2-TZVPD def2/J DEFGRID3
* xyz 0 1
C 0.7976 0.3405 -2.2346
C -0.4147 -0.0778 -2.0831
C -0.2615 1.4194 -2.2634
H 1.7934 0.0143 -2.2917
H -1.1290 -0.8470 -1.8468
H -0.3674 2.0102 -1.3901
H -0.7688 1.8144 -3.2035
N -0.5927 -0.7893 2.5129
S 0.8047 -1.1220 1.5991
N 1.0070 0.3779 0.9762
H -0.2998 -0.5009 3.5033
H -1.1251 -0.1526 2.0635
H 1.8060 1.0201 1.1898
H 1.1013 0.2677 0.0025
*
```

## Properties
Lowest unoccupied orbital energy ... 0.94 eV
Molecular weight ... 104.2 g mol⁻¹
Calculated total energy ... -17052.1380 eV
SMILES ... C1=CC1.NSN


HOMO-LUMO gap for every record listed, in sequence, given in eV: 10.130 9.528 9.745 9.267.